No. 1
DFT (the ωB97M-V functional and the def2-TZVPD basis) results for a molecular structure, C29H71FNO16P3Si2 at a distorted geometry.

- Energy: -111825.280 eV
- 2S+1: 1
- Largest force on an atom: 0.0741 Eh/bohr

```
123
Properties=species:S:1:pos:R:3:mulliken_charge:R:1
C -0.902 4.522 7.634 -0.995
C -0.609 3.033 7.432 0.347
C -1.629 2.060 8.063 -0.795
C -3.065 2.559 8.134 -0.571
O -3.522 3.182 6.926 -0.409
Si -3.602 2.305 5.545 0.270
O -2.347 2.777 4.578 0.026
Si -1.959 2.058 3.135 -0.245
C -0.175 2.608 2.760 -0.278
N 0.046 3.457 1.575 -0.617
C -3.092 2.646 1.738 -0.462
C -3.980 3.875 2.018 -0.549
C -3.193 5.143 2.275 0.299
O -2.655 5.448 3.315 -0.466
O -3.145 5.977 1.176 -0.483
C -1.951 0.150 3.293 -0.069
F -1.375 -0.202 4.525 -0.370
C -1.169 -0.566 2.200 -0.579
C -1.672 -0.232 0.789 -0.706
H -1.616 4.837 6.874 0.213
H 0.012 5.077 7.422 0.160
H -1.296 4.759 8.621 0.338
H 0.353 2.820 7.906 0.483
H -0.495 2.782 6.379 -0.302
H -1.558 1.086 7.573 0.268
H -1.317 1.885 9.098 0.387
H -3.736 1.735 8.394 0.343
H -3.167 3.298 8.928 0.351
H -3.500 0.857 5.810 -0.149
H -4.889 2.615 4.885 -0.276
H 0.141 3.205 3.621 0.051
H 0.506 1.756 2.732 0.586
H -0.023 2.935 0.713 0.275
H -0.582 4.248 1.561 0.225
H -3.774 1.818 1.517 0.292
H -2.548 2.826 0.811 0.559
H -4.683 3.732 2.836 0.268
H -4.576 4.061 1.124 0.500
H -3.305 6.872 1.497 0.366
H -2.972 -0.250 3.266 0.357
H -1.275 -1.637 2.389 0.472
H -0.103 -0.349 2.277 0.265
H -1.445 -1.048 0.109 0.337
H -2.756 -0.105 0.832 0.200
H -1.246 0.705 0.433 0.069
O -1.479 -3.374 -2.988 -0.769
P -1.043 -4.763 -3.136 0.657
O -2.049 -5.797 -2.446 -0.311
C -3.437 -5.776 -2.819 -0.311
C -3.685 -6.181 -4.258 -0.918
O 0.217 -4.991 -2.151 -0.400
C 0.894 -3.883 -1.555 -0.440
C 0.427 -3.665 -0.131 -1.012
O -0.490 -5.477 -4.420 0.124
C 0.360 -6.641 -4.409 0.045
C -0.336 -7.929 -4.034 -1.127
H -3.842 -4.779 -2.629 0.287
H -3.933 -6.470 -2.143 0.338
H -3.234 -5.472 -4.955 0.270
H -4.756 -6.220 -4.456 0.415
H -3.255 -7.160 -4.468 0.140
H 0.755 -2.981 -2.151 0.371
H 1.959 -4.122 -1.573 0.329
H -0.659 -3.710 -0.059 0.264
H 0.764 -2.693 0.235 0.319
H 0.824 -4.436 0.531 0.375
H 1.232 -6.462 -3.784 0.248
H 0.721 -6.717 -5.434 0.228
H -0.547 -7.982 -2.967 0.282
H 0.324 -8.761 -4.284 0.436
H -1.270 -8.049 -4.580 0.170
O -1.220 -3.546 -9.734 -0.761
P -0.580 -4.676 -10.407 0.853
O -1.287 -6.070 -10.067 -0.199
C -2.697 -6.215 -10.299 -0.297
C -3.081 -6.148 -11.764 -0.975
O 0.830 -4.956 -9.674 -0.306
C 1.397 -4.007 -8.767 -0.585
C 1.120 -4.402 -7.331 -0.840
O -0.109 -4.778 -11.903 -0.313
C 0.925 -5.659 -12.380 -0.150
C 0.539 -7.120 -12.426 -0.949
H -3.233 -5.453 -9.729 0.321
H -2.964 -7.187 -9.886 0.317
H -2.864 -5.166 -12.187 0.300
H -4.147 -6.342 -11.880 0.406
H -2.527 -6.883 -12.347 0.153
H 1.023 -3.005 -8.973 0.381
H 2.471 -3.998 -8.958 0.326
H 0.079 -4.695 -7.199 0.255
H 1.340 -3.579 -6.650 0.391
H 1.737 -5.256 -7.045 0.239
H 1.838 -5.509 -11.809 0.239
H 1.130 -5.309 -13.391 0.352
H 0.512 -7.564 -11.432 0.272
H 1.288 -7.656 -13.009 0.410
H -0.433 -7.259 -12.896 0.155
O 4.391 8.614 5.044 -0.770
P 4.540 7.526 6.010 0.818
O 5.852 6.649 5.746 -0.269
C 7.129 7.302 5.678 -0.317
C 7.564 7.921 6.992 -0.926
O 3.442 6.399 5.668 -0.283
C 2.354 6.657 4.776 -0.145
C 2.640 6.093 3.398 -1.016
O 4.360 7.581 7.572 -0.290
C 4.025 6.449 8.396 0.055
C 5.142 5.448 8.580 -0.984
H 7.102 8.059 4.890 0.300
H 7.837 6.532 5.374 0.319
H 6.893 8.728 7.293 0.292
H 8.570 8.331 6.897 0.403
H 7.562 7.182 7.792 0.150
H 2.138 7.723 4.726 0.364
H 1.478 6.168 5.206 0.141
H 3.651 6.347 3.080 0.305
H 1.931 6.481 2.667 0.348
H 2.562 5.005 3.402 0.234
H 3.121 5.969 8.025 0.068
H 3.771 6.886 9.362 0.362
H 5.300 4.847 7.685 0.275
H 4.868 4.770 9.391 0.425
H 6.078 5.940 8.839 0.151
```

***

No. 2
DFT (the ωB97M-V functional and the def2-TZVPD basis) results for 13 unconnected molecules or ions with the total composition C29H72N14O16S at a distorted geometry.

- Energy: -95701.011 eV
- 2S+1: 1
- Largest force on an atom: 0.0639 Eh/bohr

```
132
Properties=species:S:1:pos:R:3:mulliken_charge:R:1
C 1.793 -3.040 -2.261 0.550
O 2.709 -2.221 -2.106 -0.692
N 1.336 -3.795 -1.216 -0.120
N 1.269 -3.287 -3.466 -0.325
H 1.899 -3.618 -0.398 0.131
H 0.552 -4.416 -1.226 0.138
H 1.738 -2.915 -4.268 0.303
H 0.403 -3.796 -3.446 0.108
C -1.971 4.146 0.829 0.390
O -2.335 3.261 1.607 -0.691
N -0.790 4.773 0.948 -0.237
N -2.797 4.722 -0.096 -0.423
H -0.497 5.555 0.397 0.194
H -0.176 4.428 1.669 0.172
H -2.380 5.123 -0.918 0.107
H -3.691 4.270 -0.214 0.275
C -3.585 0.867 3.955 0.444
O -3.987 -0.117 4.565 -0.668
N -3.293 2.104 4.467 -0.349
N -3.270 0.843 2.611 -0.073
H -2.882 2.688 3.762 0.120
H -3.210 2.324 5.440 0.236
H -2.896 1.701 2.226 0.363
H -3.357 0.080 1.965 0.102
C -3.650 -2.962 -3.426 0.572
O -4.598 -2.193 -3.552 -0.683
N -3.228 -3.788 -4.417 -0.317
N -2.946 -3.147 -2.273 0.036
H -2.529 -4.451 -4.146 0.160
H -3.803 -3.859 -5.236 0.238
H -2.216 -3.822 -2.147 -0.010
H -3.156 -2.636 -1.429 -0.051
C -1.155 -5.327 0.778 0.400
O -0.857 -5.769 -0.337 -0.774
N -1.995 -4.257 0.942 -0.025
N -0.493 -5.770 1.873 -0.336
H -2.182 -3.831 1.847 0.457
H -2.498 -3.926 0.142 0.029
H -1.050 -5.826 2.714 0.177
H 0.107 -6.537 1.607 0.246
C 2.451 -2.709 2.808 0.234
O 1.903 -2.007 1.934 -0.365
N 3.626 -2.335 3.346 -0.272
N 2.010 -3.947 3.095 -0.353
H 4.128 -1.548 2.956 -0.062
H 4.005 -2.869 4.105 0.161
H 1.093 -4.197 2.751 0.103
H 2.360 -4.419 3.909 0.246
C 4.610 0.743 1.922 0.699
O 4.749 0.267 3.061 -0.756
N 5.278 1.789 1.384 -0.346
N 3.626 0.273 1.093 0.293
H 5.160 1.951 0.399 0.474
H 6.034 2.117 1.963 0.214
H 3.602 0.758 0.213 0.258
H 3.152 -0.584 1.355 -0.440
C 2.072 0.267 4.966 -0.093
C 1.368 0.885 3.793 0.893
O 0.080 1.270 4.295 0.047
S 0.305 2.045 5.715 1.337
O -0.781 1.970 6.635 -0.583
O 0.895 3.332 5.518 -0.604
O 1.449 0.903 6.080 -0.520
H 3.145 0.447 4.988 0.294
H 1.932 -0.808 5.096 0.108
H 1.226 0.258 2.918 -1.179
H 1.887 1.832 3.622 0.509
C -0.939 -1.990 5.289 -0.349
C -1.332 -3.453 5.265 -0.690
C -2.384 -3.548 4.201 -0.683
O -1.932 -2.632 3.196 -0.556
C -1.355 -1.488 3.897 2.954
H 0.120 -1.877 5.537 -0.002
H -1.358 -1.442 6.136 0.409
H -1.653 -3.804 6.246 0.377
H -0.498 -4.062 4.905 0.164
H -3.381 -3.327 4.601 0.257
H -2.519 -4.574 3.847 0.615
H -2.091 -0.689 3.971 -1.540
H -0.455 -1.184 3.363 -0.933
C -0.286 5.282 -2.991 -0.196
C -0.775 3.845 -3.017 1.376
C -2.139 3.978 -3.679 -0.518
O -1.945 5.028 -4.615 -0.468
C -1.107 6.019 -4.041 -0.639
H 0.780 5.457 -3.145 0.321
H -0.463 5.808 -2.045 -0.046
H -0.842 3.328 -2.053 -0.521
H -0.199 3.091 -3.558 -0.403
H -2.906 4.408 -3.015 0.286
H -2.551 3.023 -4.000 0.300
H -1.463 6.996 -3.702 0.311
H -0.451 6.225 -4.892 0.329
C -0.379 0.763 0.080 0.824
C 0.343 -0.515 -0.271 2.502
C -0.729 -1.593 -0.174 0.885
O -1.989 -0.885 -0.093 -0.589
C -1.822 0.481 -0.410 -0.727
H 0.000 1.653 -0.432 0.187
H -0.311 0.989 1.145 -0.804
H 1.132 -0.601 0.476 -1.169
H 0.780 -0.494 -1.270 -0.832
H -0.658 -2.223 0.713 -0.684
H -0.810 -2.191 -1.082 -0.094
H -2.519 1.140 0.104 0.654
H -1.850 0.647 -1.493 -0.242
C -0.873 -1.321 -5.730 -0.108
C 0.446 -0.572 -5.558 -0.221
C 0.037 0.701 -4.939 0.054
O -1.301 0.923 -5.350 -0.506
C -1.960 -0.339 -5.283 -0.330
H -0.912 -2.262 -5.180 0.133
H -0.892 -1.615 -6.782 0.256
H 0.995 -0.442 -6.492 0.355
H 1.088 -1.178 -4.919 -0.272
H 0.643 1.572 -5.186 0.622
H 0.037 0.559 -3.846 -0.362
H -2.841 -0.299 -5.918 0.400
H -2.251 -0.536 -4.245 -0.077
C 2.773 3.134 -2.735 0.297
C 2.992 1.703 -3.045 0.342
C 4.382 1.508 -2.520 -0.908
O 4.256 2.146 -1.227 -0.703
C 3.546 3.374 -1.477 -0.700
H 1.741 3.416 -2.512 -0.807
H 3.052 3.982 -3.367 0.383
H 2.843 1.359 -4.070 0.477
H 2.322 1.064 -2.463 -0.369
H 5.159 1.855 -3.212 0.388
H 4.711 0.477 -2.379 0.433
H 4.281 4.179 -1.608 0.339
H 2.964 3.764 -0.639 0.348
```

***

No. 3
DFT (the ωB97M-V functional and the def2-TZVPD basis) results for a molecular structure, C29H72N4O10Zn at a distorted geometry.

- Energy: -106077.553 eV
- 2S+1: 1
- Largest force on an atom: 0.0575 Eh/bohr

```
116
Properties=species:S:1:pos:R:3:mulliken_charge:R:1
Zn 8.871 -5.517 28.970 0.606
C 6.931 -9.313 32.792 -0.987
C 8.241 -8.942 32.109 -0.422
O 8.147 -7.988 31.087 -0.696
H 6.932 -10.021 33.621 0.365
H 6.338 -9.750 31.989 0.243
H 6.518 -8.417 33.256 0.230
H 8.712 -9.913 31.954 0.257
H 8.817 -8.486 32.915 0.213
C 6.075 -1.063 30.962 -1.178
C 6.432 -2.610 30.868 0.613
C 5.170 -3.435 31.249 -1.301
O 7.161 -3.039 29.731 -0.756
H 6.136 -0.621 31.957 0.309
H 5.130 -0.791 30.492 0.324
H 6.859 -0.480 30.480 0.265
H 7.107 -2.781 31.706 0.044
H 4.705 -3.093 32.174 0.360
H 5.401 -4.475 31.481 0.296
H 4.327 -3.543 30.567 0.344
C 8.248 2.320 33.756 -0.630
O 7.773 2.932 34.916 -0.452
C 6.670 2.200 35.443 -0.547
C 6.540 2.261 36.923 -0.563
N 5.910 1.031 37.466 -0.395
C 4.680 0.622 36.753 -0.380
C 4.151 -0.648 37.438 -0.712
O 3.678 -0.442 38.827 -0.316
C 2.311 -0.721 39.100 -0.703
H 8.690 1.344 33.956 0.318
H 9.045 2.856 33.240 0.246
H 7.384 2.369 33.093 0.283
H 6.886 1.144 35.280 0.396
H 5.794 2.433 34.839 0.397
H 5.972 3.170 37.121 0.297
H 7.474 2.423 37.461 0.362
H 5.661 1.127 38.440 0.268
H 4.806 0.351 35.704 0.329
H 3.937 1.408 36.890 0.233
H 4.918 -1.422 37.440 0.315
H 3.419 -1.017 36.720 0.436
H 1.867 -1.489 38.466 0.303
H 1.771 0.181 38.812 0.285
H 2.117 -0.942 40.150 0.232
C 9.298 6.000 26.626 -0.779
O 9.819 4.743 26.327 -0.324
C 8.825 3.775 26.070 -0.574
C 9.620 2.467 25.710 -0.768
N 10.688 2.093 26.639 -0.470
C 10.284 1.547 27.926 -0.547
C 11.510 1.390 28.946 -0.732
O 11.843 2.684 29.476 -0.256
C 12.959 2.873 30.280 -0.875
H 8.644 5.997 27.498 0.297
H 8.880 6.374 25.692 0.311
H 10.057 6.744 26.868 0.265
H 8.302 4.107 25.174 0.460
H 7.993 3.678 26.768 0.403
H 10.119 2.770 24.789 0.324
H 8.976 1.618 25.481 0.402
H 10.994 3.004 26.951 0.356
H 9.721 0.618 28.007 0.534
H 9.577 2.216 28.417 0.284
H 12.290 0.748 28.537 0.334
H 11.260 0.859 29.865 0.418
H 12.817 2.360 31.231 0.327
H 12.949 3.824 30.811 0.298
H 13.935 2.612 29.869 0.311
C 3.608 5.097 30.091 -0.720
O 2.725 5.456 31.144 -0.308
C 1.365 5.179 30.968 -0.664
C 0.469 5.377 32.184 -0.400
N -0.123 6.649 32.504 -0.349
C -1.076 6.484 33.639 -0.611
C -2.467 5.971 33.223 -0.512
O -3.527 6.720 33.978 -0.318
C -4.838 6.326 33.642 -0.726
H 4.513 5.638 30.365 0.255
H 3.376 5.366 29.061 0.290
H 3.821 4.043 30.273 0.290
H 1.129 4.136 30.756 0.290
H 1.117 5.772 30.087 0.374
H 1.130 5.184 33.029 0.354
H -0.218 4.532 32.141 0.275
H 0.449 7.482 32.497 0.239
H -1.271 7.466 34.072 0.465
H -0.673 5.880 34.453 0.245
H -2.532 4.889 33.344 0.341
H -2.534 6.243 32.169 0.328
H -4.922 5.240 33.608 0.289
H -5.085 6.635 32.626 0.300
H -5.671 6.712 34.230 0.275
C 11.087 -4.993 31.150 -0.815
O 10.792 -4.868 29.783 0.020
C 11.944 -4.929 28.931 -0.465
C 11.492 -4.688 27.539 -0.676
N 10.426 -5.672 27.180 -0.190
C 9.610 -5.314 26.039 -0.690
C 8.380 -6.330 25.939 -0.655
O 7.755 -6.256 27.186 -0.130
C 6.638 -7.005 27.438 -0.712
H 11.258 -6.046 31.378 0.364
H 10.088 -4.867 31.569 0.219
H 11.884 -4.348 31.519 0.287
H 12.250 -5.972 29.020 0.332
H 12.667 -4.162 29.207 0.395
H 12.392 -4.822 26.938 0.380
H 11.192 -3.656 27.360 0.429
H 10.997 -6.450 26.882 0.149
H 10.120 -5.331 25.075 0.451
H 9.293 -4.274 25.965 0.435
H 8.623 -7.352 25.650 0.420
H 7.639 -6.223 25.147 0.467
H 6.745 -8.089 27.383 0.317
H 5.880 -6.661 26.735 0.329
H 6.234 -6.778 28.425 0.210
```